1.
The following is a quantum chemistry calculation of a structure of composition CH9O4 in a non-equilibrium geometry, from the Open Molecules 2025 dataset.

Values from the calculation:
* LUMO energy: 4.2385 eV
* relative energy (zero: lowest compared OMol25 entry of this formula, charge and spin): 104.5 kJ/mol
* net charge: -1

Positions of all 14 atoms, in Å:
C -0.542 -1.679 -0.409
O -1.254 -0.566 -0.374
H 0.094 -1.890 0.454
H -1.224 -2.511 -0.247
H 0.015 -1.682 -1.354
H 1.738 1.403 -0.391
H 2.057 0.813 0.871
O 2.535 1.155 0.147
H -0.964 0.118 2.236
H -1.093 0.163 0.693
O -0.507 0.721 1.516
H -0.489 0.579 -0.943
H -0.533 1.992 -0.964
O 0.169 1.383 -1.236



2.
The following is a quantum chemistry calculation of a cluster of 2 separate species, C23H25FO5 in total in a non-equilibrium geometry, from the Open Molecules 2025 dataset.

Values from the calculation:
* structure (SMILES): CCOCCOCCOCc1cccc2c1C(=O)C=CC2=O.Fc1ccccc1
* LUMO energy: -1.7639 eV
* net charge: 0

Positions of all 54 atoms, in Å:
C 4.207 -2.561 -0.890
C 3.883 -1.432 0.249
O 4.750 -0.250 0.240
C 4.752 0.454 -1.048
C 3.293 0.977 -1.574
O 2.872 2.290 -1.048
C 1.404 2.310 -0.776
C 0.477 2.123 -2.114
O -0.958 1.920 -1.860
C -1.222 0.725 -1.043
C -2.324 -0.319 -1.707
C -2.052 -0.829 -3.276
C -3.102 -1.907 -3.972
C -4.408 -2.429 -3.120
C -4.658 -1.912 -1.574
C -3.604 -0.849 -0.830
C -3.955 -0.465 0.724
O -3.083 -0.191 1.698
C -5.565 -0.463 1.166
C -6.537 -1.420 0.511
C -5.976 -2.437 -0.692
O -6.598 -3.611 -0.936
H 4.595 -3.550 -0.354
H 5.028 -2.271 -1.671
H 3.158 -2.844 -1.386
H 2.723 -1.166 0.226
H 4.053 -1.964 1.304
H 5.258 -0.122 -1.935
H 5.415 1.435 -0.886
H 3.399 1.122 -2.754
H 2.405 0.229 -1.426
H 1.061 3.323 -0.267
H 1.240 1.462 0.049
H 0.559 3.143 -2.728
H 0.828 1.282 -2.851
H -1.577 1.127 0.022
H -0.258 0.066 -0.824
H -1.090 -0.431 -3.838
H -2.957 -2.321 -5.060
H -5.181 -3.200 -3.563
H -5.957 0.250 2.020
H -7.684 -1.480 0.808
F -0.083 1.760 1.531
C 0.512 1.556 2.714
C 0.043 2.224 3.840
C 0.658 2.008 5.073
C 1.744 1.134 5.164
C 2.211 0.472 4.028
C 1.588 0.679 2.797
H -0.796 2.906 3.748
H 0.294 2.520 5.960
H 2.227 0.969 6.125
H 3.058 -0.205 4.100
H 1.932 0.166 1.905



3.
The following is a quantum chemistry calculation of a structure of composition C4H5KO3 in a non-equilibrium geometry, from the Open Molecules 2025 dataset.

Values from the calculation:
* multiplicity: 2
* LUMO energy (alpha / beta): -4.2535 / -4.6271 eV
* relative energy (zero: lowest compared OMol25 entry of this formula, charge and spin): 722.9 kJ/mol
* net charge: +1

Positions of all 13 atoms, in Å:
O -0.474 0.120 0.562
C -0.343 0.374 -0.826
O 0.627 0.916 -1.279
K 2.677 0.828 -3.231
O -1.295 -0.228 -1.435
C -1.052 -0.819 -2.690
H -0.433 -1.713 -2.606
H -1.848 -0.573 -3.390
C 0.547 0.158 1.377
H 1.481 0.291 0.798
C 0.185 0.491 3.945
H -0.876 0.328 4.205
H 0.804 -0.174 4.569



4.
The following is a quantum chemistry calculation of a structure of composition C7H15CdN2O3P in a non-equilibrium geometry, from the Open Molecules 2025 dataset.

Values from the calculation:
* LUMO energy: -0.7697 eV
* net charge: 0

Positions of all 29 atoms, in Å:
Cd -0.054 -0.964 -1.155
N -2.172 -2.177 -0.803
C -2.415 -2.093 0.682
C -1.159 -2.034 1.543
O -1.317 -2.510 2.709
N -0.140 -1.537 0.932
C 1.209 -1.727 1.227
C 2.349 -1.624 0.064
O 3.515 -1.879 0.446
O 2.000 -1.338 -1.149
H -2.205 -3.144 -1.152
H -2.906 -1.615 -1.304
H -3.070 -1.206 0.901
H -3.113 -2.926 0.983
H 1.496 -0.913 1.926
H 1.343 -2.682 1.759
C 1.783 2.181 -1.690
P 0.263 1.647 -0.859
C 0.711 1.838 0.942
C -1.024 2.909 -1.035
H 2.620 2.367 -1.063
H 1.599 3.014 -2.380
H 2.116 1.311 -2.262
H 1.254 2.790 1.148
H 1.390 1.069 1.278
H -0.164 1.724 1.605
H -0.609 3.861 -1.424
H -1.574 3.090 -0.089
H -1.725 2.569 -1.781



5.
The following is a quantum chemistry calculation of a cluster of 2 separate species, C9H10ClF3NO8S in total in a non-equilibrium geometry, from the Open Molecules 2025 dataset.

Values from the calculation:
* LUMO energy: 1.7081 eV
* net charge: -1

Positions of all 33 atoms, in Å:
C 2.925 1.095 -1.560
C 1.575 1.388 -1.152
C 0.478 0.315 -0.668
C -0.979 0.938 -1.026
C -1.667 1.708 0.214
F -0.702 2.254 1.138
F -2.489 0.813 0.976
F -2.449 2.841 -0.204
C -1.989 -0.100 -1.738
C -3.473 0.537 -1.989
O -3.680 1.482 -2.825
O -4.547 -0.009 -1.275
O -2.212 -1.338 -1.001
S -0.799 -2.172 -0.695
O -0.768 -2.420 0.811
O -0.704 -3.485 -1.459
C 0.715 -1.173 -1.232
O 1.893 -1.722 -0.571
Cl 1.025 -1.274 -3.031
H 3.167 0.622 -2.588
H 3.849 1.356 -0.916
H 1.274 2.507 -1.131
H 0.610 0.241 0.483
H -0.776 1.762 -1.816
H -1.575 -0.282 -2.806
H 1.632 -2.492 -0.010
C 1.393 -1.087 3.972
N 1.367 0.286 3.404
O 1.480 0.392 2.193
O 1.233 1.207 4.193
H 1.516 -1.801 3.160
H 2.233 -1.140 4.664
H 0.446 -1.247 4.487



6.
The following is a quantum chemistry calculation of the ion C4H6NOS with charge +1 in a non-equilibrium geometry, from the Open Molecules 2025 dataset.

Values from the calculation:
* LUMO energy: -4.6645 eV
* relative energy (zero: lowest compared OMol25 entry of this formula, charge and spin): 316.1 kJ/mol
* net charge: +1

Positions of all 13 atoms, in Å:
C -0.207 1.287 -1.735
C 1.422 -0.238 -0.377
C -1.036 0.848 -0.888
C 0.117 -1.210 1.451
N 0.379 -0.405 0.289
O -2.106 0.541 -0.346
S 1.543 0.882 -1.620
H -0.479 2.051 -2.481
H 2.438 -0.579 -0.108
H 0.149 -2.234 1.321
H 0.991 -1.124 2.183
H -0.939 -0.818 1.678
H -2.272 0.998 0.633



7.
The following is a quantum chemistry calculation of a structure of composition C23H17MnN6S in a non-equilibrium geometry, from the Open Molecules 2025 dataset.

Values from the calculation:
* multiplicity: 2
* LUMO energy (alpha / beta): -3.9088 / -3.8026 eV
* net charge: +1

Positions of all 48 atoms, in Å:
Mn 0.632 0.718 0.606
C 0.901 4.734 -0.399
C 0.324 4.759 -1.668
C -0.533 3.745 -2.028
C -0.761 2.675 -1.142
N -0.112 2.611 0.056
C 0.648 3.655 0.422
N -1.733 1.789 -1.443
C -1.887 0.606 -0.960
N -0.931 -0.135 -0.295
C -1.553 -1.240 0.238
N -1.061 -2.059 1.103
C -0.037 -1.832 1.947
C 0.519 -2.936 2.622
C 1.400 -2.724 3.655
C 1.691 -1.416 4.045
C 1.128 -0.378 3.333
N 0.332 -0.559 2.270
C -2.934 -1.303 -0.231
C -3.959 -2.185 0.056
C -5.230 -1.851 -0.396
C -5.457 -0.686 -1.118
C -4.421 0.192 -1.424
C -3.154 -0.128 -0.968
H 1.546 5.528 -0.064
H 0.543 5.566 -2.351
H -1.043 3.733 -2.977
H 1.059 3.607 1.426
H 0.215 -3.924 2.316
H 1.846 -3.559 4.172
H 2.335 -1.212 4.883
H 1.294 0.653 3.627
H -3.773 -3.088 0.619
H -6.060 -2.504 -0.170
H -6.463 -0.455 -1.437
H -4.603 1.094 -1.984
S 2.911 1.102 0.844
C 2.892 -0.120 -0.367
N 3.564 -1.303 -0.108
C 3.927 -2.163 -1.096
C 3.612 -1.905 -2.394
C 2.884 -0.734 -2.713
C 2.530 0.136 -1.713
H 3.873 -1.464 0.843
H 4.468 -3.046 -0.788
H 3.934 -2.566 -3.180
H 2.648 -0.517 -3.743
H 2.049 1.088 -1.928



8.
The following is a quantum chemistry calculation of an isolated molecule of C3H5NO in a non-equilibrium geometry, from the Open Molecules 2025 dataset.

Values from the calculation:
* multiplicity: 3
* LUMO energy (alpha / beta): 0.9478 / -0.8435 eV
* relative energy (zero: lowest compared OMol25 entry of this formula, charge and spin): 192.9 kJ/mol
* net charge: 0

Positions of all 10 atoms, in Å:
C -0.250 0.022 -1.242
C 0.217 0.687 1.596
C 0.672 -0.713 -0.617
N 1.223 -0.307 0.544
O 2.392 -0.538 0.918
H -0.763 -0.238 -2.159
H -0.575 0.919 -0.878
H 0.437 0.568 2.661
H -0.657 1.071 1.143
H 1.202 -1.642 -0.988



9.
The following is a quantum chemistry calculation of a structure of composition C4H3Li2O2Tl in a non-equilibrium geometry, from the Open Molecules 2025 dataset.

Values from the calculation:
* LUMO energy (alpha / beta): -10.6746 / -10.1386 eV
* relative energy (zero: lowest compared OMol25 entry of this formula, charge and spin): 108.0 kJ/mol
* net charge: +2

Positions of all 12 atoms, in Å:
O 3.170 0.093 -0.431
C 1.868 0.392 -0.625
C 0.888 -0.270 0.046
Tl 3.206 -0.569 1.293
Li -0.045 -1.925 -0.702
H 1.718 1.451 -0.917
C -1.560 -0.352 0.598
C -0.507 0.189 -0.086
O -2.814 0.003 0.534
H -1.327 -1.208 1.270
H -0.750 0.995 -0.800
Li -3.848 1.202 -0.178



10.
The following is a quantum chemistry calculation of an isolated molecule of C3H6N2O2, from the Open Molecules 2025 dataset.

Values from the calculation:
* structure (SMILES): [H]/N=C/O/C=C(\N)O
* LUMO energy: 0.9558 eV
* relative energy (zero: lowest compared OMol25 entry of this formula, charge and spin): 281.2 kJ/mol
* net charge: 0

Positions of all 13 atoms, in Å:
N -1.435 0.779 -0.386
C -1.090 -0.168 0.514
O -2.098 -0.894 1.045
C 0.143 -0.486 0.991
O 1.235 0.382 0.890
C 1.815 0.438 -0.307
N 1.276 -0.021 -1.359
H -2.401 0.896 -0.646
H -0.743 0.946 -1.106
H 0.407 -1.541 1.009
H -1.608 -1.259 1.806
H 2.790 0.916 -0.212
H 1.890 0.080 -2.160



11.
The following is a quantum chemistry calculation of a cluster of 2 separate species, C5H6O in total in a non-equilibrium geometry, from the Open Molecules 2025 dataset.

Values from the calculation:
* LUMO energy: 0.9119 eV
* relative energy (zero: lowest compared OMol25 entry of this formula, charge and spin): 234.5 kJ/mol
* net charge: 0

Positions of all 12 atoms, in Å:
C 2.145 -0.392 0.095
C 0.684 -0.096 0.048
C -0.207 0.738 0.504
C -1.446 1.178 0.600
C -1.882 -0.869 -0.962
O -2.977 -1.001 -1.229
H 2.734 0.248 0.753
H 2.553 -0.325 -0.921
H 2.277 -1.435 0.406
H -1.848 1.910 -0.097
H -2.121 0.824 1.376
H 0.089 -0.781 -0.572



12.
The following is a quantum chemistry calculation of a cluster of 2 separate species, C4H5N in total in a non-equilibrium geometry, from the Open Molecules 2025 dataset.

Values from the calculation:
* multiplicity: 3
* LUMO energy (alpha / beta): 0.8339 / -2.6394 eV
* relative energy (zero: lowest compared OMol25 entry of this formula, charge and spin): 465.1 kJ/mol
* net charge: 0

Positions of all 10 atoms, in Å:
C 0.432 -1.673 -1.993
C 0.907 -0.587 -2.212
C -0.072 1.921 -0.261
C -0.483 0.470 1.788
N -0.349 1.310 0.670
H -0.126 -2.397 -1.469
H 1.344 0.219 -2.661
H 0.307 0.608 2.502
H -0.530 -0.552 1.387
H -1.430 0.682 2.249



Repeat the seventh record exactly.
The following is a quantum chemistry calculation of a structure of composition C23H17MnN6S in a non-equilibrium geometry, from the Open Molecules 2025 dataset.

Values from the calculation:
* multiplicity: 2
* LUMO energy (alpha / beta): -3.9088 / -3.8026 eV
* net charge: +1

Positions of all 48 atoms, in Å:
Mn 0.632 0.718 0.606
C 0.901 4.734 -0.399
C 0.324 4.759 -1.668
C -0.533 3.745 -2.028
C -0.761 2.675 -1.142
N -0.112 2.611 0.056
C 0.648 3.655 0.422
N -1.733 1.789 -1.443
C -1.887 0.606 -0.960
N -0.931 -0.135 -0.295
C -1.553 -1.240 0.238
N -1.061 -2.059 1.103
C -0.037 -1.832 1.947
C 0.519 -2.936 2.622
C 1.400 -2.724 3.655
C 1.691 -1.416 4.045
C 1.128 -0.378 3.333
N 0.332 -0.559 2.270
C -2.934 -1.303 -0.231
C -3.959 -2.185 0.056
C -5.230 -1.851 -0.396
C -5.457 -0.686 -1.118
C -4.421 0.192 -1.424
C -3.154 -0.128 -0.968
H 1.546 5.528 -0.064
H 0.543 5.566 -2.351
H -1.043 3.733 -2.977
H 1.059 3.607 1.426
H 0.215 -3.924 2.316
H 1.846 -3.559 4.172
H 2.335 -1.212 4.883
H 1.294 0.653 3.627
H -3.773 -3.088 0.619
H -6.060 -2.504 -0.170
H -6.463 -0.455 -1.437
H -4.603 1.094 -1.984
S 2.911 1.102 0.844
C 2.892 -0.120 -0.367
N 3.564 -1.303 -0.108
C 3.927 -2.163 -1.096
C 3.612 -1.905 -2.394
C 2.884 -0.734 -2.713
C 2.530 0.136 -1.713
H 3.873 -1.464 0.843
H 4.468 -3.046 -0.788
H 3.934 -2.566 -3.180
H 2.648 -0.517 -3.743
H 2.049 1.088 -1.928



Repeat the eighth record exactly.
The following is a quantum chemistry calculation of an isolated molecule of C3H5NO in a non-equilibrium geometry, from the Open Molecules 2025 dataset.

Values from the calculation:
* multiplicity: 3
* LUMO energy (alpha / beta): 0.9478 / -0.8435 eV
* relative energy (zero: lowest compared OMol25 entry of this formula, charge and spin): 192.9 kJ/mol
* net charge: 0

Positions of all 10 atoms, in Å:
C -0.250 0.022 -1.242
C 0.217 0.687 1.596
C 0.672 -0.713 -0.617
N 1.223 -0.307 0.544
O 2.392 -0.538 0.918
H -0.763 -0.238 -2.159
H -0.575 0.919 -0.878
H 0.437 0.568 2.661
H -0.657 1.071 1.143
H 1.202 -1.642 -0.988